A molecular structure, C8H14AsFN, computed with the ωB97M-V functional and the def2-TZVPD basis.

Geometry as XYZ:
```
25
Properties=species:S:1:pos:R:3:forces:R:3
C -2.3375 -0.5840 1.1018 -0.2 0.0 -0.2
C -2.5085 -0.8293 -0.4079 0.0 -0.3 0.2
C -1.2187 -0.7834 -1.1881 -0.1 0.0 -0.2
F -1.5453 -1.1572 -2.5213 0.0 -0.1 0.0
As -0.2734 1.0568 -1.3527 -0.1 0.3 -0.5
C 1.2123 0.4996 -0.0173 0.1 -0.1 0.1
C 1.1790 0.7745 1.3442 0.0 0.1 -0.1
C 2.2334 0.4021 2.1646 -0.1 0.0 0.0
N 3.3285 -0.2261 1.7395 0.0 0.0 0.0
C 3.3661 -0.4833 0.4316 0.0 0.0 -0.1
C 2.3590 -0.1485 -0.4601 0.0 0.0 0.1
H -1.3747 -0.1422 1.3336 0.1 0.1 0.0
H -2.4275 -1.5187 1.6546 0.1 -0.1 0.1
H -3.1151 0.0865 1.4645 0.0 0.1 0.1
H -3.2219 -0.1363 -0.8572 0.1 0.2 0.0
H -2.9432 -1.8276 -0.5317 -0.1 0.0 -0.2
H -0.5185 -1.5508 -0.8421 0.1 0.1 0.1
H 0.5963 0.3947 -2.5196 0.0 0.0 0.1
H -1.3966 1.4991 -2.3917 0.0 -0.1 0.1
H -1.1128 1.6829 -0.1535 0.0 -0.1 0.2
H 0.4760 2.4526 -1.5498 0.0 0.0 0.0
H 0.3347 1.3035 1.7754 -0.1 0.0 0.0
H 2.1876 0.6226 3.2254 0.1 0.0 0.1
H 4.2532 -0.9903 0.0684 0.1 -0.1 0.0
H 2.4675 -0.3974 -1.5107 0.0 0.0 -0.1
```
Positions in Å, forces in eV/Å.

Properties
- net charge = -1
- E_HOMO (Ha) = -0.131
- lowest unoccupied orbital energy (eV) = 3.750

---

A molecular structure, C8H14BeN2PS at a distorted geometry, computed with the ωB97M-V functional and the def2-TZVPD basis.

Geometry as XYZ:
```
27
Properties=species:S:1:pos:R:3:forces:R:3
C -0.1766 -0.2641 -2.8978 0.3 -1.3 -0.2
C -1.0900 -1.2329 -3.4837 0.4 0.3 1.2
C -0.7651 -2.5226 -2.9885 0.7 1.1 0.1
C 0.4300 -2.4217 -2.2234 -0.3 1.2 0.1
C 0.8194 -1.0350 -2.1350 -0.3 -0.4 -1.0
Be -0.2233 0.4203 -0.9269 0.2 -0.3 -0.4
P -0.6313 2.5028 -0.9885 0.0 -1.1 0.5
H -0.0566 0.7569 -3.2725 0.2 -0.3 0.1
H -1.9281 -0.9867 -4.1395 0.2 -0.1 0.3
H -1.3673 -3.4196 -3.1224 0.3 0.1 -0.1
H 1.7939 -0.6678 -1.7804 -0.6 -0.2 -0.3
H 0.9568 -3.2423 -1.7397 -0.2 0.2 0.0
H -1.7859 2.7508 -0.1986 0.2 0.2 0.3
H -1.1407 3.0007 -2.2196 0.2 0.6 -0.4
H 0.2188 3.5634 -0.5704 -0.6 -0.1 -0.4
S -1.2781 -0.6531 0.3665 -0.7 -0.1 0.5
C -0.3005 -0.1644 1.6813 0.6 0.9 -1.0
N 0.9905 -0.5062 1.9315 -0.2 -0.9 0.6
C 1.4922 0.0889 3.1632 0.1 -0.4 -0.5
C 0.3083 0.9287 3.6516 -0.6 0.2 -0.1
N -0.7377 0.6047 2.6958 -0.5 -0.4 0.8
H 1.4776 -1.2107 1.3812 -0.3 0.5 0.2
H 2.3628 0.7129 2.9436 0.2 0.2 0.0
H 1.7747 -0.6810 3.8892 0.0 0.1 -0.1
H 0.5146 2.0040 3.6045 0.2 0.1 0.0
H 0.0167 0.6714 4.6748 0.0 0.0 -0.1
H -1.6753 1.0024 2.7035 0.6 -0.2 -0.2
```
Positions in Å, forces in eV/Å.

Properties
- net charge = -1
- E_HOMO (alpha / beta) (Ha) = -0.006 / -0.006
- lowest unoccupied orbital energy (alpha / beta) (eV) = 3.196 / 3.178

---

A molecular structure, C8H14BeN3 at a distorted geometry, computed with the ωB97M-V functional and the def2-TZVPD basis.

Geometry as XYZ:
```
26
Properties=species:S:1:pos:R:3:forces:R:3
C -0.9276 1.4717 -4.1029 0.6 0.3 -0.1
Be -0.0804 0.0287 -1.3143 0.1 -0.1 0.2
N 0.8829 -1.3244 -2.5182 -0.8 1.0 0.6
H -0.7534 1.2927 -1.1193 0.6 -0.4 -0.9
H -0.2402 1.6040 -3.2186 -0.9 -0.2 -1.1
H -1.4840 2.4246 -4.2554 0.4 -0.6 0.0
H -1.6381 0.6518 -3.9235 0.2 0.3 0.2
H -0.3483 1.1993 -5.0172 -0.4 0.4 0.7
H 0.6665 -2.2681 -2.1766 -0.2 -0.1 0.1
H 1.9101 -1.2896 -2.4769 0.2 0.3 0.1
H 0.6759 -1.3626 -3.5235 -0.1 0.1 0.0
N -0.7360 -1.9303 1.7714 0.4 0.6 2.9
C -0.7593 -1.7601 0.4504 -0.5 -1.3 -2.9
N -0.1358 -0.5997 0.1597 0.6 1.2 -0.3
C 0.1586 0.0757 1.3550 -0.5 -1.3 -2.3
C 0.6877 1.3234 1.5795 0.5 1.2 0.0
C 0.9303 1.6662 2.9247 0.1 -0.1 1.3
C 0.6216 0.7622 3.9700 0.8 1.7 0.3
C 0.0591 -0.4927 3.6805 0.0 -0.2 1.2
C -0.1712 -0.7970 2.3711 -0.7 -1.4 0.2
H -1.0557 -2.7389 2.2547 -0.1 -0.2 0.2
H -1.1764 -2.4695 -0.2962 0.5 0.7 0.9
H 0.8912 2.0091 0.7431 -0.1 -0.4 0.5
H 1.3705 2.6571 3.1935 -0.4 -0.9 -0.3
H 0.8406 1.0789 5.0350 -0.3 -0.5 -1.4
H -0.1886 -1.2125 4.4538 0.0 0.1 0.1
```
Positions in Å, forces in eV/Å.

Properties
- net charge = -1
- E_HOMO (alpha / beta) (Ha) = -0.028 / -0.005
- lowest unoccupied orbital energy (alpha / beta) (eV) = 3.384 / 3.355

---

A molecular structure, C8H14Br at a distorted geometry, computed with the ωB97M-V functional and the def2-TZVPD basis.

Geometry as XYZ:
```
23
Properties=species:S:1:pos:R:3:forces:R:3
Br -1.2480 -3.1195 1.1330 -1.8 -3.8 -0.3
H -0.4000 -1.5804 1.2740 0.4 3.7 -1.3
C -0.5234 -0.5787 0.6138 1.7 -0.4 1.0
C 0.5251 0.4492 0.9681 0.1 0.4 -0.4
C 0.4418 1.5994 -0.0384 -0.1 0.1 0.3
C 0.5885 1.1700 -1.4992 0.1 -0.2 0.2
C -0.3390 -0.0218 -1.8898 -0.4 0.7 -0.7
C -0.4714 -1.0214 -0.8059 -0.1 0.6 0.9
C -0.4698 -2.3720 -1.0589 0.6 -1.0 0.4
C 0.3180 0.9451 2.3911 0.1 0.1 0.0
H -1.5137 -0.1761 0.8802 0.0 -0.2 -0.2
H 1.5101 -0.0354 0.8941 0.0 0.1 0.0
H -0.5562 2.0388 0.1025 0.1 0.2 -0.1
H 1.1816 2.3675 0.2275 -0.2 0.0 -0.2
H 0.3484 2.0308 -2.1284 0.1 -0.2 -0.1
H 1.6356 0.9044 -1.7062 -0.2 0.0 0.1
H -1.3322 0.3936 -2.1492 0.2 -0.1 0.1
H 0.0513 -0.5057 -2.7990 -0.2 0.2 0.2
H -0.9395 -2.7879 -1.9516 0.2 0.1 0.0
H 0.4025 -2.9321 -0.7115 -0.5 -0.2 0.2
H -0.6758 1.3969 2.4968 0.1 0.0 0.0
H 0.4008 0.1342 3.1208 0.0 0.1 -0.1
H 1.0653 1.7012 2.6362 0.0 0.0 0.1
```
Positions in Å, forces in eV/Å.

Properties
- net charge = 0
- multiplicity = 2
- E_HOMO (alpha / beta) (Ha) = -0.279 / -0.299
- lowest unoccupied orbital energy (alpha / beta) (eV) = 0.206 / -1.167

---

A molecular structure, C8H14Br18ClGaO2P at a distorted geometry, computed with the ωB97M-V functional and the def2-TZVPD basis.

Geometry as XYZ:
```
45
Properties=species:S:1:pos:R:3:forces:R:3
O 2.3083 -4.8198 -1.2108 -0.4 0.0 0.3
C 1.8671 -3.8851 -0.2140 0.7 1.2 0.6
C 1.3075 -2.5578 -0.8508 0.3 -0.5 0.1
Ga -0.6703 -2.6064 -1.3877 0.6 0.6 -1.1
P -2.0194 -3.6228 0.2712 -1.4 0.3 0.6
O -3.6394 -3.3235 -0.2615 1.8 -0.5 -0.5
Cl -1.8404 -5.7374 0.1862 0.0 0.2 -0.3
H 1.5404 -5.1392 -1.7054 0.1 0.2 0.2
H 1.1789 -4.3514 0.5465 0.4 0.3 -0.9
H 2.7971 -3.6134 0.3657 -0.7 -0.5 -0.6
H 1.4692 -1.6828 -0.1688 -0.2 -0.8 -0.3
H 1.9438 -2.3473 -1.7579 -0.6 -0.2 0.8
H -0.9465 -3.1912 -2.8733 0.0 -0.3 0.2
H -1.1758 -1.0668 -1.4550 -0.1 -0.3 0.2
H -3.5674 -3.3347 -1.2311 -0.4 0.1 0.2
C 2.2028 3.8806 -1.5578 0.0 0.0 0.1
Br 0.4253 3.8456 -2.3199 0.4 -0.1 0.1
Br 2.2860 2.9251 0.1225 0.0 0.1 -0.2
Br 3.5414 3.2605 -2.8167 -0.5 0.1 0.0
H 2.4381 4.9160 -1.3364 0.0 -0.1 0.0
C -6.2626 -5.6036 1.7348 0.2 0.3 0.0
Br -4.7330 -4.5929 2.3467 -0.3 -0.3 0.0
Br -5.9980 -6.2932 -0.0551 0.0 0.1 0.3
Br -6.7459 -7.0093 2.9806 0.0 0.1 -0.1
H -7.1014 -4.9180 1.6903 0.1 -0.1 0.0
C 6.3549 3.7528 0.5171 -0.1 -0.1 0.0
Br 6.0626 2.1968 -0.5818 0.3 0.1 0.2
Br 5.4809 5.3171 -0.2195 0.1 -0.1 0.2
Br 5.8024 3.4126 2.3396 0.1 0.1 -0.2
H 7.4190 3.9597 0.5317 -0.2 0.0 0.0
C -1.2257 0.9469 2.3643 -0.1 -0.4 -0.3
Br -1.5815 -0.8047 1.6030 0.1 0.5 0.5
Br -2.0402 2.3669 1.3258 0.1 -0.1 0.2
Br -1.7771 0.9944 4.2255 0.0 0.2 -0.2
H -0.1528 1.1117 2.3405 -0.2 0.0 0.0
C 0.9946 3.7979 5.2499 -0.1 0.0 0.1
Br 2.4881 3.7800 4.0204 -0.2 -0.1 0.2
Br 0.9979 2.3003 6.4798 0.2 0.3 -0.2
Br 0.9038 5.4796 6.2069 0.0 -0.2 -0.1
H 0.0890 3.7218 4.6553 0.1 0.0 0.1
C -1.9615 3.7203 -6.0256 0.0 -0.1 0.0
Br -2.4103 2.1400 -7.0495 0.0 0.3 0.2
Br -2.7485 5.3185 -6.7889 0.1 -0.2 0.1
Br -2.4169 3.5170 -4.1571 -0.1 0.0 -0.4
H -0.8847 3.8393 -6.0795 -0.2 0.0 0.0
```
Positions in Å, forces in eV/Å.

Properties
- net charge = -1
- E_HOMO (Ha) = -0.168
- lowest unoccupied orbital energy (eV) = 1.222

---

C8H14BrNSi in the gas phase at a distorted geometry, computed with the ωB97M-V functional and the def2-TZVPD basis.

Geometry as XYZ:
```
25
Properties=species:S:1:pos:R:3:forces:R:3
C 2.2827 0.0935 0.9898 0.4 0.6 0.5
Si 0.8395 -0.9533 0.2740 0.2 -0.7 0.2
C 1.4990 -1.7214 -1.3078 -3.0 -1.5 0.4
C 0.3983 -2.1270 1.7677 -0.8 0.4 -0.2
C -0.7494 0.0648 -0.2922 0.4 -0.1 0.4
Br -2.2735 -1.3175 -0.3682 0.5 0.6 0.1
C -0.8300 0.9569 -1.5383 -0.5 0.0 1.3
C -2.0883 1.8150 -1.3777 1.0 0.3 -2.9
C -2.3181 2.3818 -0.2207 -0.9 0.3 0.8
C -1.4852 2.0023 0.9043 0.2 -1.9 -1.1
N -0.8511 0.8823 0.8904 -0.3 0.5 1.1
H 2.0603 0.3929 2.0588 0.2 -0.3 -1.2
H 3.2541 -0.4689 0.9852 -1.0 -0.1 0.1
H 2.5923 1.0128 0.4447 -0.7 -0.4 0.2
H 1.4023 -1.0307 -2.0866 0.2 1.5 -1.2
H 2.4736 -2.0429 -1.2310 2.3 -0.7 0.2
H 0.8938 -2.5829 -1.7139 0.4 0.6 0.8
H -0.2752 -1.4862 2.4030 0.7 -0.6 -0.3
H -0.1172 -3.1092 1.6470 0.2 0.9 -0.5
H 1.3080 -2.3780 2.3230 0.0 0.4 0.0
H -0.8290 0.3815 -2.4265 0.0 -0.5 -0.9
H 0.1027 1.5498 -1.5009 -0.4 0.2 -0.2
H -2.6872 2.1585 -2.2783 0.7 -0.9 1.1
H -3.2123 2.9762 -0.1460 0.1 0.5 0.5
H -1.3901 2.5499 1.8003 -0.2 0.8 0.9
```
Positions in Å, forces in eV/Å.

Properties
- net charge = 0
- E_HOMO (Ha) = -0.332
- lowest unoccupied orbital energy (eV) = -0.040

---

A gas-phase ion, C8H14F2N3S (charge +1) at a distorted geometry, computed with the ωB97M-V functional and the def2-TZVPD basis.

Geometry as XYZ:
```
28
Properties=species:S:1:pos:R:3:forces:R:3
C 2.1521 -0.1842 -1.9577 -2.7 2.3 1.0
C 1.5541 -2.5121 -1.6137 0.0 -0.7 0.2
C 0.5506 -0.3356 -1.8852 0.3 -0.7 -0.6
C 0.0147 0.4065 -0.6127 -1.1 -0.1 -1.8
C 0.3464 -0.0674 0.7169 -2.2 -0.1 -0.2
C -1.2934 1.4247 2.1645 -0.5 -1.0 -1.0
C 2.6526 -1.4778 -1.3737 1.4 -0.9 1.1
C -3.3702 2.4089 2.8960 0.4 2.8 -0.2
N 0.2735 -1.7613 -1.7172 1.2 -1.7 0.9
N -1.9216 2.2513 2.9466 -1.2 -2.8 -1.8
N -1.0156 -0.3097 0.1544 1.0 1.6 0.7
F 3.8241 -1.8802 -1.9607 -0.5 0.2 0.0
F 3.0223 -1.4151 0.0062 -1.0 0.3 -1.4
S 0.3390 1.1416 2.0639 0.9 0.5 0.7
H 2.3733 -0.1552 -3.0089 0.6 0.1 -0.3
H 2.3237 0.8649 -1.4556 0.6 -2.4 -0.9
H 1.7513 -3.0625 -2.5096 0.4 0.5 -1.4
H 1.6303 -3.4357 -0.9989 -0.5 1.2 1.0
H 0.0500 -0.1322 -2.8802 0.5 1.0 1.4
H -0.3501 1.4193 -0.6944 0.9 0.6 -0.4
H 1.0034 -0.8439 0.9812 0.8 -1.0 -0.2
H -1.7172 0.6845 1.3425 -0.5 1.2 1.1
H -3.4960 3.3162 2.2808 -0.5 -0.3 0.3
H -3.9133 1.6362 2.4555 -0.2 -1.6 -0.9
H -3.8226 2.6025 3.8525 0.3 0.0 0.6
H -0.3030 -2.2610 -2.3877 0.0 0.9 -0.1
H -1.4186 2.8223 3.5338 1.3 1.6 1.7
H -1.2400 -1.1451 -0.3386 0.5 -1.5 0.3
```
Positions in Å, forces in eV/Å.

Properties
- net charge = +1
- E_HOMO (Ha) = -0.461
- lowest unoccupied orbital energy (eV) = -3.629

---

C8H14IOP in the gas phase at a distorted geometry, computed with the ωB97M-V functional and the def2-TZVPD basis.

Geometry as XYZ:
```
25
Properties=species:S:1:pos:R:3:forces:R:3
C 2.2702 -2.1528 -1.6355 -3.0 2.1 3.3
P 2.0882 -1.1884 0.0270 -0.3 -3.0 5.3
O 2.1517 -2.1576 1.3431 0.0 3.1 -5.0
I 3.8585 0.4704 0.0983 0.3 0.0 -0.2
C 0.6138 -0.0667 0.2795 -1.1 -1.8 -0.2
C -0.6877 -1.0138 0.4385 -0.5 1.2 -3.2
C -1.7667 -0.1448 1.0939 2.7 2.8 -5.0
C -1.0302 1.2063 1.2175 3.6 -0.5 -0.4
C -0.6225 1.9004 -0.0919 -0.9 1.3 -1.4
C 0.3392 0.9435 -0.8171 -2.2 -1.9 2.0
C 0.4969 0.8242 1.5197 -0.7 -1.0 1.3
H 3.2720 -2.1456 -1.7450 3.3 -0.6 -0.5
H 1.7822 -3.0552 -1.3082 -0.1 -0.5 -0.7
H 1.8165 -1.5002 -2.3444 -0.7 -0.1 -0.9
H -0.5044 -1.7502 1.0943 1.2 -2.8 2.3
H -1.0587 -1.5725 -0.5284 0.9 1.4 1.5
H -2.5219 0.0895 0.3645 -1.1 -0.4 0.1
H -2.0782 -0.4416 1.9974 -1.4 -1.3 3.1
H -1.6299 1.7757 1.8477 -0.2 1.7 1.4
H 0.0298 2.8704 -0.0235 -1.9 -1.5 0.6
H -1.5801 2.0787 -0.5961 0.5 0.5 -0.7
H 0.0249 0.3311 -1.5999 -1.2 -0.3 -1.9
H 1.2249 1.3398 -1.0688 3.0 2.1 -1.1
H 1.2270 1.6399 1.5077 -0.4 0.0 0.0
H 0.6214 0.2603 2.4296 0.2 -0.3 0.4
```
Positions in Å, forces in eV/Å.

Properties
- net charge = 0
- E_HOMO (Ha) = -0.347
- lowest unoccupied orbital energy (eV) = 0.255

---

A molecular structure, C8H14LiO8S at a distorted geometry, computed with the ωB97M-V functional and the def2-TZVPD basis.

Geometry as XYZ:
```
32
Properties=species:S:1:pos:R:3:forces:R:3
Li 0.7443 -0.7750 -0.7222 0.1 -0.2 -0.7
S 1.5813 -1.7690 -3.6362 6.3 -5.9 -3.9
O 1.1703 -1.1350 -2.4992 -3.8 5.8 10.6
O 1.2763 -3.1600 -3.5122 -2.0 -4.0 0.5
O 1.0153 -1.1850 -4.7402 -4.0 3.5 -6.2
O 3.0233 -1.7060 -3.7532 3.0 0.9 0.4
C 2.8913 -2.2860 0.3548 1.0 -0.2 2.1
O 1.9043 -1.3950 0.9398 -0.4 -0.3 4.1
H 2.4613 -2.3920 -0.5592 -0.4 -0.6 -3.2
H 2.9733 -3.3020 0.7808 -0.4 0.5 0.3
H 3.9273 -1.8910 0.2758 -0.9 0.3 0.2
H 1.7223 -1.4970 1.9888 1.1 0.1 -3.9
C -1.8527 -2.0750 -1.4622 -1.6 -2.2 0.7
O -1.2147 -1.6020 -0.2242 -1.8 1.0 0.0
H -2.8937 -2.3210 -1.0362 1.1 0.2 -1.6
H -1.4397 -3.0300 -1.9042 0.2 1.0 1.1
H -1.8607 -1.4090 -2.3152 0.1 0.7 0.3
H -2.0447 -1.2280 0.2358 2.6 -0.6 -0.7
C -0.4197 3.1000 0.4918 -0.7 1.2 0.9
C -1.3527 3.6580 1.3998 -1.1 -2.2 0.6
C -1.9967 2.8600 2.4318 0.5 3.8 -2.2
C -1.5477 1.5760 2.5848 1.6 2.5 -4.1
C -0.6047 0.9920 1.7728 1.0 3.1 -2.2
C -0.0177 1.8060 0.7278 1.1 -2.6 -0.1
O 1.0163 1.1610 -0.0562 -0.9 2.0 0.9
O -3.0587 3.3570 3.2158 1.2 -4.3 -0.2
H -0.0867 3.7850 -0.3232 0.1 -1.1 0.7
H -1.7237 4.6230 1.1598 -0.3 0.8 0.1
H -1.8037 1.1280 3.3798 -2.4 -3.7 5.7
H -0.2097 0.0320 1.9478 0.3 -1.0 0.2
H 1.7093 1.8390 -0.2722 -1.0 -1.1 0.0
H -3.2877 4.2410 3.3288 0.4 2.5 -0.5
```
Positions in Å, forces in eV/Å.

Properties
- net charge = -1
- E_HOMO (Ha) = -0.079
- lowest unoccupied orbital energy (eV) = 1.787